# 1
15
Properties=species:S:1:pos:R:3 method="wB97M-V/def2-TZVPD" energy_ha=-341.93280
C -0.18608 -0.80633 -0.20952
N -1.51481 -0.88409 -0.30650
C -2.53297 0.08969 0.10007
H -3.50841 -0.35025 -0.11154
N 0.26964 0.36532 0.34772
H -0.33399 1.14858 0.60331
C 2.61751 -0.30203 -0.10969
O 1.82154 2.00198 0.04543
H 3.55738 0.16855 -0.40518
C 1.59170 0.81105 0.08901
H 2.72669 -0.81825 0.85239
H 2.28083 -1.04417 -0.84317
H -1.84978 -1.71706 -0.77618
H -2.45740 1.03784 -0.45213
H -2.48187 0.29916 1.17597

# 2
9
Properties=species:S:1:pos:R:3 method="wB97M-V/def2-TZVPD" energy_ha=-852.05653 smiles=NP(N)S
S 2.07548 -0.33049 -0.23103
N -0.48961 -0.21267 1.48648
N -0.58829 0.70859 -0.92016
H 1.98774 -1.36591 -1.27676
H -1.48413 1.08787 -1.01439
H -0.28829 0.70600 1.60741
P -0.20112 -0.75281 -0.04269
H 0.01941 0.97635 -1.66491
H -1.03119 -0.81692 2.05606

# 3
29
Properties=species:S:1:pos:R:3 method="wB97M-V/def2-TZVPD" energy_ha=-1022.83157 smiles="N#Cc1cccc(Cn2cc(C(F)(F)F)ccc2=O)c1"
C -1.79432 2.28454 0.76453
C -3.80201 -0.74785 0.82569
H 2.53797 -3.51040 -0.72820
C 2.25772 0.28160 -0.02365
C 1.41021 -0.45320 -1.10297
C -2.83691 1.48167 1.12762
H -3.62109 1.71890 1.59480
C 4.11569 0.12722 1.66797
F -4.32012 -1.07324 -0.69258
C -0.77041 2.13989 -0.10749
F -3.17096 -1.90347 1.34698
O 0.25238 3.08640 -0.53707
H 0.80672 -1.90167 -1.92856
H -1.47330 -0.95999 -0.96125
H -0.00653 0.20065 -2.56459
H 2.04528 1.33660 0.31388
C -2.69297 0.21965 0.26775
H 0.81265 1.33098 -1.98126
F -4.63691 -0.36187 1.59185
C 0.25428 0.66224 -1.76714
H -1.88509 3.47695 1.27163
N -0.71169 0.72227 -0.87530
C 3.28562 -0.37152 0.67103
C 1.44086 -1.72508 -1.15008
C 2.32977 -2.53529 -0.34556
H 3.90366 -2.39561 0.88880
C -1.63679 0.06820 -0.43265
N 4.69198 0.61017 2.54835
C 3.21432 -1.80877 0.31748

# 4
47
Properties=species:S:1:pos:R:3 method="wB97M-V/def2-TZVPD" energy_ha=-2146.41440 charge=-1
H -4.64977 -1.44618 -1.53124
H -3.45966 1.09565 1.83880
H -1.85238 -1.29246 -0.18733
N -0.84631 3.66320 -0.45864
H -3.40666 1.01896 -3.01617
H 2.76790 -3.41660 -2.05246
C 2.07569 -2.99779 -1.31721
H -0.01491 -2.96365 -0.85531
O 4.19330 -0.70739 -0.10763
C 6.19486 -1.35950 1.00781
C -1.75502 -0.25675 -0.53157
H -0.68169 4.22696 0.36897
F 0.26771 2.62435 2.17675
C 0.64837 -3.40562 -1.59875
O 2.18544 -1.57516 -1.40542
Cd -0.11118 0.56606 0.68213
H -4.74314 -1.41629 0.22989
H 0.55025 -4.49235 -1.55782
P 2.59043 -0.62485 -0.17290
N 0.20639 2.67167 -0.49597
H 6.73782 -2.19976 1.44398
F -0.95702 3.10406 4.08711
H -3.41741 2.57018 0.90363
H 5.98830 -0.63283 1.79253
F -1.23198 1.11544 2.95174
H -2.88163 2.43495 -2.11019
Te 1.61228 -1.41078 1.86144
H 0.33746 -3.06069 -2.58493
H -1.32861 -0.29038 -1.54036
C 4.89768 -1.83822 0.39739
C -3.59335 1.60642 -2.11417
F 0.69939 1.51946 4.14565
O 2.20128 0.76277 -0.53457
H -4.92790 1.67568 1.03285
H 0.96660 2.97048 0.10453
H -4.59777 2.03167 -2.18774
H 0.57752 2.63155 -1.43656
C -3.84486 1.56531 0.93190
H 6.82750 -0.88736 0.25596
H 5.08176 -2.53215 -0.42898
H 2.37675 -3.34088 -0.32315
H -5.77198 -0.34138 -0.72016
H -1.69545 3.15068 -0.24034
C -4.77742 -0.79180 -0.66647
H 4.28767 -2.35165 1.14812
Si -3.42384 0.52349 -0.57945
B -0.30241 2.10343 3.39429

# 5
9
Properties=species:S:1:pos:R:3 method="wB97M-V/def2-TZVPD" energy_ha=-3490.97080 charge=+1
H -0.45538 -1.80416 1.52643
O -0.72370 -1.10119 0.95233
P 0.28089 -0.26404 0.10817
Br 0.92660 -2.78929 -1.98509
H -1.39075 1.56094 0.05076
C -0.40328 1.35728 -0.29047
H 0.49826 2.03082 -0.14754
Cl 2.00294 -0.05780 1.13019
H -0.73558 1.06746 -1.34478

# 6
88
Properties=species:S:1:pos:R:3 method="wB97M-V/def2-TZVPD" energy_ha=-3655.33082 charge=+1
H -2.30672 -2.51130 1.17613
C 1.36474 0.47108 -2.64629
C 0.81121 -0.31410 4.78388
H -1.76425 2.52825 2.22360
H -1.22347 0.98779 2.84357
P 0.72569 -2.66805 -0.77049
H -1.63012 3.45225 -1.44352
H -0.86168 0.09534 -5.85882
C 1.24141 2.88480 1.70089
C -0.28945 1.51985 -4.30452
H 1.75122 -2.34029 -4.46805
C 0.30043 1.35037 -2.93004
C 2.31709 -2.87122 -1.67237
H 1.03784 -1.09714 -5.49514
H 3.03576 -2.14581 -1.26575
C 1.43161 -0.15329 3.46891
H 1.84961 -4.37224 0.59388
H 2.19087 -2.69870 -2.74418
H -2.25271 -1.32243 -4.00917
H -1.01913 -1.35639 4.39859
C -1.94983 3.11514 -0.44504
C 1.59854 0.33870 5.74475
C -1.98159 1.45797 2.21504
H 3.94743 2.07351 0.45988
S 3.04612 1.06676 4.98893
C -1.18927 0.37582 -4.83278
C 3.22676 1.26369 0.64369
H -4.39177 1.58154 -2.25237
H 3.48933 0.38031 0.04484
H 0.18990 3.18289 1.76378
H 3.24797 0.98060 1.71450
H -3.48029 0.52220 -3.33555
C -0.25717 -4.10020 -1.38854
H 0.45617 -4.88860 -1.65296
P 1.53671 1.84996 0.21795
O 4.26396 0.41956 5.40224
C -3.37879 1.28861 -2.56987
H -0.37645 0.01499 8.46044
H -1.22357 3.51057 0.27860
H 1.83728 1.04238 7.76527
C -2.06292 1.63340 -0.36319
C 2.04683 -0.31405 -3.72539
C -0.03635 -0.07396 7.43115
C 2.03999 3.26616 -0.88138
H -0.90985 -4.43665 -0.56844
C -0.15447 -1.67601 -3.78213
C -2.58674 -1.51642 1.53895
H -2.92036 3.60263 -0.24016
Sc -0.52151 -0.05311 -1.54882
H -2.22701 0.74990 -4.95327
H -2.99935 -2.66912 -0.87245
H 1.92514 -2.75748 1.38568
H 2.36851 2.91884 -1.86576
H 1.19542 3.95733 -1.00505
H -1.81022 -1.15464 6.78782
C -3.17854 -1.78060 -1.49115
H 0.40143 -3.69512 1.41135
H 1.99290 0.59275 -1.74434
H -0.01479 2.14166 -2.21296
C -2.30450 -0.45909 0.55040
H -0.87534 -3.84573 -2.25935
H 1.54027 2.31541 2.59580
H 2.42116 0.37129 -4.50232
C 1.20048 0.48680 7.07045
C -2.66270 -0.55317 -0.83966
H 0.53298 1.67680 -5.02218
C -1.24987 -0.85512 -3.94300
O 2.99603 2.50747 5.01522
C -2.63610 0.78648 -1.38092
C 1.28675 -3.44689 0.80831
H 1.87319 3.78664 1.62574
H -2.02808 -1.37482 2.46675
H -4.25936 -1.69333 -1.69859
H -2.89182 2.18016 -2.98288
H -0.33319 -2.75282 -3.68857
C 1.18986 -1.38772 -4.43259
H -2.94358 1.31838 2.73639
H 2.86870 3.79100 -0.38351
S 0.78330 -0.52193 1.93274
C -0.42904 -0.85141 5.15836
H 2.67530 -3.89952 -1.51952
H -0.92117 2.42457 -4.29783
H -3.66379 -1.55509 1.78905
H 2.92801 -0.81144 -3.29213
C -2.00639 0.88771 0.85144
N 2.57543 0.51643 3.50589
C -0.84786 -0.73157 6.48703
H -2.68814 -1.96017 -2.45484